## a
# C2H6OS2

2 unconnected molecules or ions with the total composition C2H6OS2 (the ωB97M-V functional and the def2-TZVPD basis, the Open Molecules 2025 dataset).

Last columns: bonded neighbours and bond lengths (Å).
CARTESIAN COORDINATES (ANGSTROEM)
1 O 2.232 -1.939 1.525  C2 1.296
2 C 1.781 -0.777 1.171  O1 1.296, H3 1.052, H4 1.130
3 H 2.294 -0.059 0.598  C2 1.052
4 H 0.798 -0.511 1.660  C2 1.130
5 C -1.583 -1.136 -0.511  S6 1.759, H8 1.097, H9 1.056, H10 1.129
6 S -1.204 0.439 0.174  C5 1.759, S7 2.134
7 S 0.151 1.412 -1.157  S6 2.134, H11 1.328
8 H -0.829 -1.542 -1.196  C5 1.097
9 H -2.567 -1.214 -0.887  C5 1.056
10 H -1.753 -1.978 0.222  C5 1.129
11 H -0.136 2.667 -0.831  S7 1.328

Kohn-Sham gap (spin up / spin down)   8.273 / 5.263 eV
Spin multiplicity   2
Charge   +1
E_LUMO (spin up / spin down)   -5.90 / -8.68 eV

## b
# C2H6OS2

2 unconnected molecules or ions with the total composition C2H6OS2 (the ωB97M-V functional and the def2-TZVPD basis, the Open Molecules 2025 dataset).

Last columns: bonded neighbours and bond lengths (Å).
CARTESIAN COORDINATES (ANGSTROEM)
1 O 1.076 -2.556 1.230  C2 1.190
2 C 0.110 -2.370 0.561  O1 1.190, H3 1.106, H4 1.107
3 H 0.126 -2.107 -0.514  C2 1.106
4 H -0.924 -2.473 0.943  C2 1.107
5 C 0.879 1.039 -0.277  S6 1.765, H8 1.098, H9 1.088, H10 1.094
6 S -0.426 1.904 0.536  C5 1.765, S7 2.035
7 S -1.759 2.253 -0.962  S6 2.035, H11 1.351
8 H 1.550 0.689 0.519  C5 1.098
9 H 0.585 0.228 -0.939  C5 1.088
10 H 1.555 1.684 -0.846  C5 1.094
11 H -2.772 1.709 -0.252  S7 1.351

Kohn-Sham gap (spin up / spin down)   8.252 / 4.590 eV
Spin multiplicity   2
Charge   +1
E_LUMO (spin up / spin down)   -5.19 / -8.84 eV

Relative energy of each structure, in kcal/mol: a 18.7; b 0.0.

## a
# C12H20Cl4N4

6 unconnected molecules or ions with the total composition C12H20Cl4N4 (the ωB97M-V functional and the def2-TZVPD basis, the Open Molecules 2025 dataset).

Last columns: bonded neighbours and bond lengths (Å).
CARTESIAN COORDINATES (ANGSTROEM)
1 C 0.875 -2.761 3.451  C2 1.429, H4 1.090, H5 1.090, H6 1.090
2 C 1.115 -3.836 2.541  C1 1.429, N3 1.171
3 N 1.283 -4.707 1.777  C2 1.171
4 H 1.153 -1.798 3.022  C1 1.090
5 H 1.525 -2.759 4.327  C1 1.090
6 H -0.192 -2.749 3.672  C1 1.090
7 C 0.670 1.305 4.561  C8 1.431, H10 1.090, H11 1.090, H12 1.090
8 C 1.301 0.769 3.393  C7 1.431, N9 1.174
9 N 1.769 0.337 2.406  C8 1.174
10 H -0.047 0.621 5.015  C7 1.090
11 H 0.127 2.245 4.456  C7 1.090
12 H 1.390 1.441 5.367  C7 1.090
13 C 0.082 -0.240 -0.199  C14 1.456, H16 1.090, H17 1.090, H18 1.090
14 C -0.037 1.171 -0.539  C13 1.456, N15 1.170
15 N -0.148 2.302 -0.817  C14 1.170
16 H 1.128 -0.421 -0.445  C13 1.090
17 H -0.572 -0.909 -0.758  C13 1.090
18 H -0.112 -0.387 0.864  C13 1.090
19 C -3.834 -3.281 0.068  C20 1.427, H22 1.090, H23 1.090, H24 1.090
20 C -2.759 -2.794 0.870  C19 1.427, N21 1.153
21 N -1.859 -2.476 1.517  C20 1.153
22 H -4.705 -2.792 0.504  C19 1.090
23 H -3.762 -4.367 0.011  C19 1.090
24 H -3.546 -2.880 -0.904  C19 1.090
25 Cl 2.109 5.641 0.418  C26 1.742
26 C 2.702 4.972 -1.077  Cl25 1.742, C27 1.537, H29 1.090, H30 1.090
27 C 4.236 4.882 -1.058  C26 1.537, Cl28 1.745, H31 1.090, H32 1.090
28 Cl 4.764 3.407 -0.291  C27 1.745
29 H 2.362 5.714 -1.799  C26 1.090
30 H 2.259 4.003 -1.307  C26 1.090
31 H 4.777 5.712 -0.603  C27 1.090
32 H 4.545 4.845 -2.103  C27 1.090
33 Cl -3.040 0.529 -5.204  C34 1.763
34 C -2.744 -0.788 -4.071  Cl33 1.763, C35 1.588, H37 1.090, H38 1.090
35 C -1.794 -1.848 -4.776  C34 1.588, Cl36 1.803, H39 1.090, H40 1.090
36 Cl -2.545 -2.532 -6.266  C35 1.803
37 H -3.708 -1.194 -3.764  C34 1.090
38 H -2.338 -0.426 -3.127  C34 1.090
39 H -1.544 -2.624 -4.052  C35 1.090
40 H -0.887 -1.328 -5.084  C35 1.090

Kohn-Sham gap   10.500 eV
E_LUMO   0.14 eV

## b
# C12H20Cl4N4

6 unconnected molecules or ions with the total composition C12H20Cl4N4 (the ωB97M-V functional and the def2-TZVPD basis, the Open Molecules 2025 dataset).

Last columns: bonded neighbours and bond lengths (Å).
CARTESIAN COORDINATES (ANGSTROEM)
1 C 7.380 -4.389 3.715  C2 1.506, H4 1.090, H5 1.090, H6 1.090
2 C 5.911 -4.068 3.789  C1 1.506, N3 1.160
3 N 4.766 -3.888 3.744  C2 1.160
4 H 7.432 -5.331 3.170  C1 1.090
5 H 7.808 -4.542 4.705  C1 1.090
6 H 7.884 -3.521 3.289  C1 1.090
7 C -2.983 -0.175 -6.692  C8 1.450, H10 1.090, H11 1.090, H12 1.090
8 C -3.993 0.339 -7.596  C7 1.450, N9 1.184
9 N -4.786 0.780 -8.356  C8 1.184
10 H -3.193 -1.245 -6.671  C7 1.090
11 H -3.009 0.190 -5.666  C7 1.090
12 H -2.015 -0.094 -7.186  C7 1.090
13 C 2.209 -0.052 7.448  C14 1.443, H16 1.090, H17 1.090, H18 1.090
14 C 1.136 0.885 7.222  C13 1.443, N15 1.167
15 N 0.254 1.604 6.966  C14 1.167
16 H 2.527 -0.444 6.482  C13 1.090
17 H 1.900 -0.880 8.086  C13 1.090
18 H 3.034 0.484 7.917  C13 1.090
19 C 0.209 0.711 1.831  C20 1.421, H22 1.090, H23 1.090, H24 1.090
20 C 0.069 0.985 0.444  C19 1.421, N21 1.136
21 N -0.117 1.142 -0.666  C20 1.136
22 H -0.519 0.031 2.274  C19 1.090
23 H 0.078 1.664 2.345  C19 1.090
24 H 1.209 0.285 1.912  C19 1.090
25 Cl 1.536 5.832 -6.181  C26 1.760
26 C 1.563 4.951 -4.657  Cl25 1.760, C27 1.532, H29 1.090, H30 1.090
27 C 2.993 4.644 -4.199  C26 1.532, Cl28 1.686, H31 1.090, H32 1.090
28 Cl 3.777 6.043 -3.679  C27 1.686
29 H 1.182 3.946 -4.835  C26 1.090
30 H 0.892 5.465 -3.969  C26 1.090
31 H 3.551 4.191 -5.018  C27 1.090
32 H 3.026 3.833 -3.472  C27 1.090
33 Cl -5.468 -2.346 2.383  C34 1.752
34 C -5.749 -2.566 0.668  Cl33 1.752, C35 1.503, H37 1.090, H38 1.090
35 C -7.165 -2.271 0.257  C34 1.503, Cl36 1.795, H39 1.090, H40 1.090
36 Cl -7.194 -2.174 -1.535  C35 1.795
37 H -5.524 -3.605 0.430  C34 1.090
38 H -5.070 -1.937 0.092  C34 1.090
39 H -7.688 -1.409 0.670  C35 1.090
40 H -7.853 -3.067 0.540  C35 1.090

Kohn-Sham gap   10.826 eV
E_LUMO   0.31 eV

Relative energy of each structure, in kcal/mol: a 0.0; b 4.9.

## a
# C6H10N4

A single C6H10N4 molecule (the ωB97M-V functional and the def2-TZVPD basis, the Open Molecules 2025 dataset).

Last columns: bonded neighbours and bond lengths (Å).
CARTESIAN COORDINATES (ANGSTROEM)
1 C 0.634 3.127 1.163  N7 1.376, N8 1.302, H11 1.029
2 C -0.288 1.362 0.356  C3 1.475, N7 1.302, N9 1.428
3 C -1.079 0.177 -0.025  C2 1.475, C5 1.612, H12 1.040, H13 1.196
4 C 0.867 -1.294 0.106  C5 1.511, N10 1.817, H14 1.007, H15 1.040
5 C -0.278 -0.970 -0.825  C3 1.612, C4 1.511, C6 1.506, H16 1.109
6 C -1.264 -2.092 -1.009  C5 1.506, H17 1.104, H18 1.113, H19 1.028
7 N -0.557 2.573 0.753  C1 1.376, C2 1.302
8 N 1.613 2.280 1.023  C1 1.302, N9 1.308
9 N 1.125 1.195 0.479  C2 1.428, N8 1.308, N10 1.400
10 N 1.935 0.171 -0.026  C4 1.817, N9 1.400, H20 1.028
11 H 0.563 4.081 1.541  C1 1.029
12 H -1.581 -0.113 0.839  C3 1.040
13 H -1.960 0.668 -0.668  C3 1.196
14 H 0.683 -1.386 1.092  C4 1.007
15 H 1.445 -2.066 -0.283  C4 1.040
16 H -0.130 -0.667 -1.882  C5 1.109
17 H -0.691 -2.830 -1.598  C6 1.104
18 H -2.250 -1.864 -1.472  C6 1.113
19 H -1.585 -2.395 -0.081  C6 1.028
20 H 2.797 0.042 0.518  N10 1.028

Kohn-Sham gap   9.155 eV
E_LUMO   0.79 eV

## b
# C6H10N4

2 unconnected molecules or ions with the total composition C6H10N4 (the ωB97M-V functional and the def2-TZVPD basis, the Open Molecules 2025 dataset).

Last columns: bonded neighbours and bond lengths (Å).
CARTESIAN COORDINATES (ANGSTROEM)
1 C -0.518 1.180 -3.332  C2 1.364, N7 1.367, H11 1.073
2 C 0.282 0.132 -3.683  C1 1.364, N8 1.377, H12 1.070
3 C -0.263 0.021 -1.573  N7 1.301, N8 1.348
4 C 0.299 0.392 1.928  C5 1.523, C6 1.544, H13 1.090, H14 1.087
5 C -0.901 0.680 1.035  C4 1.523, N9 1.473, H15 1.097, H16 1.087
6 C 0.111 -1.112 2.218  C4 1.544, N10 1.437, H17 1.095, H18 1.096
7 N -0.862 1.089 -2.012  C1 1.367, C3 1.301
8 N 0.427 -0.618 -2.538  C2 1.377, C3 1.348, H19 1.006
9 N -1.074 -0.628 0.382  C5 1.473, N10 1.332, H20 1.014
10 N -0.785 -1.624 1.218  C6 1.437, N9 1.332
11 H -0.880 1.993 -3.932  C1 1.073
12 H 0.742 -0.139 -4.611  C2 1.070
13 H 1.226 0.559 1.381  C4 1.090
14 H 0.308 0.992 2.834  C4 1.087
15 H -1.791 0.898 1.637  C5 1.097
16 H -0.756 1.462 0.294  C5 1.087
17 H 1.055 -1.668 2.207  C6 1.095
18 H -0.358 -1.282 3.194  C6 1.096
19 H 0.965 -1.463 -2.441  N8 1.006
20 H -1.921 -0.778 -0.154  N9 1.014

Kohn-Sham gap (spin up / spin down)   8.089 / 8.679 eV
E_LUMO (spin up / spin down)   0.40 / 0.75 eV

Relative energy of each structure, in kcal/mol: a 0.0; b 18.7.